Computed, not measured: one molecule with the formula C4H5NO, with ωB97M-V/def2-TZVPD.

As for the energy above the lowest of the compared OMol25 structures with the same formula, charge and spin: 70.6 kcal/mol. For the largest force on an atom, the calculation gives 0.62 eV Å⁻¹. As for the total energy: -285.30204 hartree. As for the HOMO energy: -8.3 eV.

Geometry as ORCA input:
```
! RIJCOSX wB97M-V def2-TZVPD def2/J DEFGRID3
* xyz 0 1
C 0.11 -0.76 -0.60
C 0.38 0.48 -1.44
O 0.69 1.55 -0.99
C -1.34 0.67 1.93
N -0.31 0.09 1.57
C 0.47 -0.60 0.85
H -0.97 -0.95 -0.67
H 0.63 -1.61 -1.05
H 0.25 0.33 -2.54
H -1.25 1.76 1.86
H 1.42 -0.96 1.25
*
```